A cluster of 2 separate species, C3H10NOS in total at a distorted geometry. Source: the OMol25 dataset; level of theory: ωB97M-V/def2-TZVPD.

Geometry as XYZ:
```
16
Properties=species:S:1:pos:R:3:forces:R:3
C -1.365853 1.340905 -0.451454 0.11 1.51 1.42
S -2.093380 0.025991 -1.405747 1.00 -1.29 -0.38
C -1.057898 -1.372566 -0.722865 0.39 0.69 0.46
H -1.405700 2.324707 -0.938929 -0.77 -0.29 -0.20
H -0.321841 1.358260 -0.111054 0.09 -1.34 -0.49
H -1.904796 1.365581 0.507138 0.02 0.40 -0.28
H -0.636399 -2.124447 -1.400549 -0.36 0.59 -0.48
H -0.225516 -0.843456 -0.213329 -0.09 -0.50 -0.18
H -1.559984 -1.926181 0.061789 -0.46 0.09 0.10
N 3.346491 -0.068530 0.874919 -0.43 -0.07 0.84
C 2.128072 -0.021864 1.790853 -1.58 -0.68 -0.74
O 0.951746 -0.307343 1.173030 0.77 0.52 -0.25
H 4.007919 0.567884 1.312968 0.22 0.11 -0.42
H 3.052079 0.309652 -0.019036 -0.06 0.22 0.06
H 2.283335 -0.803833 2.547131 0.66 0.09 0.52
H 2.052164 0.977380 2.294962 0.49 -0.05 0.02
```
Forces are in eV/Å.

## Properties
Charge: -1
Orbital gap, eV: 6.25
F_max, eV/Å: 2.1
E_LUMO, Ha: 0.12755

=====

The molecule C6H11O2P at a distorted geometry. Source: the OMol25 dataset; level of theory: ωB97M-V/def2-TZVPD.

Geometry as XYZ:
```
20
Properties=species:S:1:pos:R:3:forces:R:3
C 0.075846 2.373114 -1.426487 -0.78 -2.38 -0.05
C -0.941068 2.786598 -0.738531 0.08 -0.44 0.59
C 0.405516 0.825039 -1.389391 -0.13 0.61 0.04
C 0.950495 0.374737 -0.006082 0.27 -0.91 -1.88
C 1.611824 -1.075287 -0.099439 2.60 2.98 2.43
C -1.648360 -2.005217 1.392209 0.01 -3.52 -0.86
O -0.177999 0.134620 2.535796 0.61 0.15 1.59
O -1.339496 -0.942766 0.553479 0.96 1.54 -0.48
P -0.455360 0.307835 1.118738 -1.31 0.23 -1.38
H 0.570282 2.947320 -2.187631 0.34 0.42 -0.19
H -1.560903 3.642397 -0.594133 -0.10 0.36 0.20
H -0.461937 0.182996 -1.598886 -0.06 0.56 -0.26
H 1.108217 0.651849 -2.199259 0.39 -0.24 0.17
H 1.500133 1.252932 0.274528 1.08 -0.16 0.87
H 2.669214 -1.105980 -0.467000 -1.11 0.43 -0.55
H 0.954212 -1.667902 -0.611897 -1.37 -1.75 -1.32
H 1.815615 -1.437220 0.918470 -0.71 -0.16 -0.07
H -2.737122 -2.196182 1.257912 0.56 0.45 1.36
H -1.083537 -2.090485 2.342719 -1.24 1.00 -0.05
H -1.255572 -2.958396 0.924887 -0.09 0.84 -0.16
```
Forces are in eV/Å.

## Properties
Orbital gap (spin up / spin down), eV: 8.28 / 7.92
F_max, eV/Å: 4.6
E_LUMO (spin up / spin down), Ha: -0.01975 / -0.00386

=====

DFT total energy
In order: -17645.2098; -19780.2854
Unit: eV
Relative energy (zero: lowest compared OMol25 entry of this formula, charge and spin)
In order: 51.49; 79.49
Unit: kcal/mol